{"formula": "C50H37N6O2Rh", "method": "ωB97M-V/def2-TZVPD", "elements": ["H", "N", "H", "H", "H", "C", "H", "C", "C", "H", "H", "H", "H", "H", "H", "H", "C", "N", "O", "C", "H", "H", "C", "H", "C", "N", "C", "H", "C", "C", "C", "C", "H", "N", "C", "H", "H", "C", "C", "H", "C", "C", "C", "H", "C", "C", "H", "C", "N", "H", "C", "C", "C", "C", "H", "O", "C", "C", "C", "H", "C", "C", "H", "C", "C", "C", "C", "H", "H", "Rh", "H", "H", "C", "C", "C", "C", "C", "H", "C", "C", "C", "N", "C", "H", "C", "C", "C", "H", "H", "H", "C", "C", "H", "C", "H", "C"], "xyz": [[4.02242, -2.34356, 5.74686], [0.44139, 1.64735, 1.93609], [-3.43431, 4.51146, -1.72830], [5.99697, -2.47054, -5.59887], [-3.97901, 5.07541, -6.74440], [5.32288, 0.72659, 5.17580], [-4.99124, 3.33300, -5.30882], [0.31403, 1.85548, -4.31353], [4.63080, -2.53934, -3.94465], [5.79057, -0.82711, 6.57877], [3.24969, -2.29520, -2.30747], [-2.68902, -4.35508, 1.48640], [-0.60845, -4.93285, 2.19555], [1.17302, -4.85069, 0.88663], [-1.19655, 1.82686, 4.82008], [-0.12089, -3.10740, -1.15074], [5.28672, -0.51826, -5.06432], [-1.12332, 2.66867, -0.22840], [2.22339, -2.44262, 0.15784], [3.33654, -0.97549, 4.24823], [0.40528, -4.78216, -1.33189], [-2.26580, -4.17523, -1.19386], [-0.68093, 1.98825, 2.64834], [5.12715, -0.34174, 1.64679], [-3.41652, 4.65619, -5.92030], [-1.03778, -0.93243, -0.34518], [5.36400, -1.89767, -4.93347], [1.95186, 0.58067, -4.99668], [3.73447, -0.42167, -3.22114], [-1.80538, 2.61746, 2.13522], [1.34754, 1.16294, 2.82969], [-3.79600, 4.23254, 4.92011], [-3.65537, 4.98506, 5.68527], [-0.60797, -4.05034, 1.70311], [4.50178, 1.12150, 4.12803], [4.41876, 1.29450, -4.30628], [-0.22292, 2.12270, -5.20803], [1.41230, 1.07517, -4.20704], [-2.75061, 3.91647, 4.06404], [2.56400, -1.63098, 3.86636], [-1.65811, 3.20439, -1.36700], [-0.47067, 1.68057, 4.03819], [-2.12318, 5.08996, -5.66814], [-1.67421, 5.85108, -6.29319], [-2.83851, 3.94815, -1.03082], [-5.19274, 2.63163, 3.80284], [-6.14357, 2.12484, 3.69929], [3.10583, 0.52556, 1.24037], [0.83244, 1.71489, -2.08743], [-5.83460, 3.83599, 5.45906], [-5.01899, 3.59008, 4.79152], [4.47546, 0.21671, -4.21143], [-1.86533, -3.89254, 0.94288], [-3.26546, 3.14525, -4.05548], [-3.70184, 2.37752, -3.42855], [1.02217, -2.04226, 1.99136], [1.32890, -2.74630, 0.90328], [-0.40263, 0.02268, -0.21948], [-0.13723, -4.09213, -0.68832], [-1.66177, -5.60935, -0.35082], [-1.58209, -4.52039, -0.41890], [3.82153, -1.80673, -3.08901], [-3.82498, 4.21982, 0.90196], [2.85388, 0.33571, -2.28827], [4.42824, -0.20355, -0.41766], [-1.40164, 4.55103, -4.61276], [-3.03589, 3.80109, 0.30048], [0.21899, -2.49264, 2.35238], [-0.39216, 4.88863, -4.41248], [0.59922, 1.61975, -0.08031], [5.21982, -0.62048, -1.01663], [4.63294, 2.09393, 3.66872], [5.15070, -0.51874, 5.76210], [-1.96675, 3.57681, -3.79385], [4.38342, -0.06032, 0.92023], [-2.91676, 2.95630, 3.07003], [3.18774, 0.31281, -0.94156], [1.29677, 0.87635, 5.04521], [3.50400, 0.27497, 3.65840], [-1.18464, 2.99766, -2.66425], [2.62333, 0.69276, 2.52666], [2.42178, 0.78519, 0.08385], [-3.98540, 3.68140, -5.11256], [5.86292, -0.01218, -5.82829], [0.49270, -4.01280, 0.72163], [1.74430, 1.00006, -2.80954], [-0.06073, 2.24620, -2.98137], [-2.07201, -2.83055, 0.82500], [-4.27873, 1.57053, 2.17249], [-1.79710, 4.42183, 4.15792], [-1.96499, 2.98714, 0.79851], [0.78630, 1.19652, 4.15232], [4.68945, -3.61493, -3.83708], [-4.14901, 2.31882, 2.94493], [6.09620, 1.39390, 5.53406], [4.15678, -1.36860, 5.29569]], "atomic_forces_ev_per_a": [[0.0, 0.0, 0.0], [-0.1, 0.0, 0.0], [0.0, 0.0, 0.0], [0.0, 0.0, 0.0], [0.0, 0.0, 0.0], [0.0, 0.0, 0.0], [0.0, 0.0, 0.0], [0.0, 0.0, 0.0], [0.0, 0.0, 0.0], [0.0, 0.0, 0.0], [0.0, 0.0, 0.0], [0.0, 0.0, 0.0], [0.0, 0.0, 0.0], [0.0, 0.0, 0.0], [0.0, 0.0, 0.0], [0.0, 0.0, 0.0], [0.0, 0.0, 0.0], [0.1, 0.1, 0.0], [0.0, 0.0, 0.0], [0.0, 0.0, 0.0], [0.0, 0.0, 0.0], [0.0, 0.0, 0.0], [0.0, 0.0, 0.0], [0.0, 0.0, 0.0], [0.0, 0.0, 0.0], [0.0, 0.0, 0.0], [0.0, 0.0, 0.0], [0.0, 0.0, 0.0], [0.0, 0.0, 0.0], [0.0, 0.0, -0.1], [0.1, -0.1, 0.0], [0.0, 0.0, 0.0], [0.0, 0.0, 0.0], [0.0, 0.0, 0.0], [0.0, 0.0, 0.0], [0.0, 0.0, 0.0], [0.0, 0.0, 0.0], [0.0, 0.0, 0.0], [0.0, 0.0, 0.0], [0.0, 0.0, 0.0], [0.0, -0.1, -0.1], [0.0, 0.0, 0.0], [0.0, 0.0, 0.0], [0.0, 0.0, 0.0], [0.0, 0.0, 0.0], [0.0, 0.0, 0.0], [0.0, 0.0, 0.0], [0.0, 0.0, 0.0], [0.0, -0.1, 0.0], [0.0, 0.0, 0.0], [0.0, 0.0, 0.0], [0.0, 0.0, 0.0], [0.0, 0.0, 0.0], [0.0, 0.0, 0.0], [0.0, 0.0, 0.0], [-0.1, 0.0, 0.0], [0.1, -0.2, 0.0], [0.1, -0.1, -0.1], [0.0, 0.0, 0.0], [0.0, 0.0, 0.0], [0.0, 0.0, 0.0], [0.0, 0.0, 0.0], [0.0, 0.0, 0.0], [0.0, 0.0, 0.0], [0.0, 0.0, 0.0], [0.0, 0.0, 0.0], [0.0, 0.0, -0.1], [0.1, 0.0, 0.0], [0.0, 0.0, 0.0], [-0.1, 0.1, 0.0], [0.0, 0.0, 0.0], [0.0, 0.0, 0.0], [0.0, 0.0, 0.0], [0.0, 0.0, 0.0], [0.0, 0.0, 0.0], [0.0, 0.0, 0.0], [0.1, 0.0, 0.0], [0.0, 0.0, 0.0], [0.0, 0.0, 0.0], [0.0, 0.0, 0.1], [0.0, 0.0, 0.0], [0.0, -0.1, 0.0], [0.0, 0.0, 0.0], [0.0, 0.0, 0.0], [-0.1, 0.1, 0.0], [0.1, 0.0, 0.0], [0.0, 0.0, 0.1], [0.0, 0.0, 0.0], [0.0, 0.0, 0.0], [0.0, 0.0, 0.0], [0.1, 0.0, 0.1], [0.0, 0.0, 0.0], [0.0, 0.0, 0.0], [0.0, 0.0, 0.0], [0.0, 0.0, 0.0], [0.0, 0.0, 0.0]], "mulliken_charge": [0.4145, -0.0679, 0.5671, 0.3815, 0.3913, -0.7825, 0.3863, -1.3312, -0.8578, 0.3697, 0.6105, 0.4435, 0.2656, 0.4609, 0.5679, 0.2003, -0.8102, 0.0653, -0.5597, 0.2402, 0.4513, 0.3836, 0.0549, 0.5660, -0.3829, -0.6784, -0.4508, 0.5574, -0.6191, 1.9560, 0.3574, -0.8455, 0.3828, -0.5135, 0.0638, 0.4907, 0.5101, -1.3963, 0.0464, 0.5398, 0.2505, -1.4793, -0.8149, 0.3810, -1.4632, -0.8767, 0.3944, 0.4758, -0.0714, 0.3889, -0.3807, -0.0964, -0.5574, -0.1261, 0.4967, -0.2878, -0.4084, 0.2810, -0.6642, 0.3002, -0.7492, -0.1366, 0.5094, 1.9786, -1.3272, -0.0674, -1.2948, 0.3453, 0.4573, 1.1924, 0.5043, 0.4699, -0.4161, -0.5296, -1.2513, -0.9099, -0.0208, 0.5441, -1.0657, 1.7744, 1.4651, -0.0922, -0.8530, 0.3834, 0.7462, 0.1792, 0.0720, 0.1540, 0.5022, 0.4789, 0.1197, -1.3075, 0.4196, 0.0298, 0.3927, -0.8687], "total_charge": 0, "orbital_gap_ev": 6.1, "total_energy_ev": -68497.43050}